# C53H45CoGeN5O2

A molecular structure, C53H45CoGeN5O2 at a distorted geometry (ωB97M-V with the def2-TZVPD basis set, the OMol25 dataset).

Computed properties:
HOMO-LUMO gap (spin up / spin down)	3.857 / 3.750	eV
max |F|	4.68	eV Å⁻¹
⟨S²⟩	1.10
LUMO level (spin up / spin down)	-8.288 / -8.399	eV

```
! RIJCOSX wB97M-V def2-TZVPD def2/J DEFGRID3
* xyz 2 2
Co 0.0476 1.4209 0.1302
C 1.1640 1.0679 -4.3418
O 2.3133 1.0389 -3.4916
C 1.8684 1.0356 -2.2488
N 0.5953 1.0966 -2.0593
C -0.0196 1.3071 -3.3653
C -1.2237 0.4689 -3.7077
C -1.6953 0.5284 -5.0138
C -2.7952 -0.2161 -5.3948
C -3.4456 -1.0154 -4.4692
C -2.9891 -1.0657 -3.1642
C -1.8770 -0.3285 -2.7836
C 2.7938 1.1089 -1.1288
C 4.1761 1.2213 -1.2504
C 4.9182 1.4675 -0.1026
C 4.2636 1.6231 1.1139
C 2.8793 1.4827 1.1403
N 2.1689 1.2025 0.0451
C 2.0193 1.6501 2.3062
N 0.7487 1.4594 2.1931
C 0.1756 1.5335 3.5361
C 1.3545 2.1066 4.3621
O 2.4918 1.9593 3.4960
C -1.0975 2.3284 3.6058
C -2.2050 1.7963 4.2542
C -3.3803 2.5209 4.3318
C -3.4623 3.7723 3.7455
C -2.3608 4.3051 3.0950
C -1.1768 3.5917 3.0337
H 1.0873 0.0976 -4.8456
H 1.3004 1.8607 -5.0776
H -0.3326 2.3629 -3.3830
H -1.2041 1.1691 -5.7283
H -3.1461 -0.1657 -6.4121
H -4.3071 -1.5934 -4.7638
H -3.5082 -1.6853 -2.4470
H -1.5024 -0.3590 -1.7650
H 4.6389 1.1384 -2.2218
H 5.9904 1.5731 -0.1612
H 4.8013 1.8517 2.0202
H -0.0484 0.5020 3.8452
H 1.5440 1.5694 5.2906
H 1.2270 3.1706 4.5872
H -2.1446 0.8139 4.6995
H -4.2288 2.1097 4.8560
H -4.3835 4.3307 3.7975
H -2.4212 5.2830 2.6451
H -0.3155 4.0136 2.5354
C -3.1170 0.9709 0.4586
N -1.9854 1.8282 0.2172
C -2.2102 3.0806 -0.0447
C -1.1339 3.9219 -0.3638
C -1.0724 5.2544 -0.8359
C 0.2606 5.5106 -1.0748
C 0.9700 4.3376 -0.7257
N 0.1421 3.3941 -0.3036
C -2.9122 -0.0344 1.5639
C -3.9518 -0.3753 2.4205
C -3.7668 -1.3483 3.3892
C -2.5516 -2.0047 3.5006
C -1.5121 -1.6741 2.6456
C -1.7024 -0.6978 1.6864
H -3.2804 0.3954 -0.4652
H -4.0229 1.5579 0.6463
H -3.2195 3.4901 -0.0508
H -1.9096 5.9070 -0.9897
H 0.6969 6.4114 -1.4561
H 2.0347 4.1853 -0.7682
H -4.9083 0.1158 2.3303
H -4.5758 -1.6046 4.0550
H -2.4107 -2.7671 4.2511
H -0.5662 -2.1940 2.7187
H -0.8831 -0.4221 1.0072
C 2.4849 -2.7220 -4.8870
C 1.1508 -2.8828 -4.5504
C 0.7317 -2.6314 -3.2551
C 1.6458 -2.2202 -2.2970
C 2.9758 -2.0177 -2.6398
C 3.3931 -2.2876 -3.9353
Ge 0.9502 -1.8294 -0.4369
C 2.4115 -2.1574 0.9185
C 3.5139 -2.9658 0.6668
C 4.4979 -3.1194 1.6304
C 4.3975 -2.4653 2.8476
C 3.2930 -1.6725 3.1142
C 2.3112 -1.5252 2.1522
C -0.3905 -3.3740 -0.2035
C 0.1130 -4.5849 0.2338
C -0.7566 -5.6418 0.4573
C -2.1128 -5.4866 0.2293
C -2.6137 -4.2679 -0.1969
C -1.7458 -3.2108 -0.4232
H 2.8168 -2.9425 -5.8907
H 0.4365 -3.2153 -5.2880
H -0.3061 -2.7761 -2.9880
H 3.6940 -1.6740 -1.9043
H 4.4339 -2.1688 -4.1996
H 3.6010 -3.4879 -0.2761
H 5.3480 -3.7527 1.4275
H 5.1718 -2.5813 3.5905
H 3.1986 -1.1722 4.0670
H 1.4406 -0.9191 2.3542
H 1.1702 -4.7073 0.4240
H -0.3590 -6.5854 0.8007
H -2.7796 -6.3232 0.3720
H -3.6763 -4.1271 -0.3379
H -2.1453 -2.2555 -0.7303
*
```

***

# C16H31Cl3N8O4PtS

A molecular structure, C16H31Cl3N8O4PtS at a distorted geometry (ωB97M-V with the def2-TZVPD basis set, the OMol25 dataset).

Computed properties:
HOMO-LUMO gap (spin up / spin down)	7.373 / 5.326	eV
max |F|	1.79	eV Å⁻¹
⟨S²⟩	6.02
energy relative to the best compared isomer or geometry (same formula, charge and spin)	0.786	eV
LUMO level (spin up / spin down)	-10.912 / -14.419	eV

```
! RIJCOSX wB97M-V def2-TZVPD def2/J DEFGRID3
* xyz 4 5
Pt -0.9217 -1.1866 -0.3224
C -2.0274 -4.0470 -1.3374
O -1.3975 -2.8243 -1.7869
C -0.2228 -3.0431 -2.6064
C 0.9919 -3.2044 -1.7324
O 1.1056 -2.0021 -0.9356
C 2.2768 -2.0248 -0.0838
H -2.2755 -4.6506 -2.2086
H -2.9448 -3.7591 -0.8296
H -1.3700 -4.6035 -0.6684
H -0.1354 -2.1628 -3.2430
H -0.3789 -3.9141 -3.2429
H 1.8936 -3.3134 -2.3377
H 0.9093 -4.0659 -1.0645
H 2.2087 -2.8525 0.6202
H 2.3003 -1.0785 0.4511
H 3.1637 -2.1263 -0.7075
N 0.1471 0.7392 -1.6501
C -0.3031 2.0358 -1.3303
C 0.5716 3.2428 -1.5257
C 1.9377 3.2781 -0.8305
C 2.7505 4.5348 -1.1715
N 2.2442 5.7523 -0.5396
C 2.9876 6.7705 -0.0717
N 2.3725 7.8575 0.3843
N 4.3118 6.7110 -0.0273
C -0.8864 1.8270 1.2167
O -0.9294 2.9336 1.5553
O -0.9503 0.6373 1.2812
H 1.1566 0.6421 -1.6643
H -0.2237 0.4037 -2.5375
H -1.3571 2.1823 -1.5451
H -0.0265 4.1199 -1.2760
H 0.7392 3.2939 -2.6129
H 2.5504 2.4419 -1.1808
H 1.8360 3.1799 0.2519
H 2.7852 4.6680 -2.2560
H 3.7714 4.3668 -0.8380
H 1.2736 5.9768 -0.6910
H 1.3717 7.9546 0.3565
H 2.8951 8.6549 0.7111
H 4.8359 5.9660 -0.4492
H 4.8467 7.4905 0.3232
C -0.1567 -5.7505 4.7030
C 0.4400 -4.8714 3.6101
C -0.4942 -3.9101 3.0105
N -0.2356 -3.2537 1.8529
N -1.1778 -2.4343 1.5021
C -2.2360 -2.4129 2.3911
N -3.2646 -1.6338 2.2123
S -2.0035 -3.5077 3.7113
H 0.6180 -6.3944 5.1130
H -0.9480 -6.3908 4.3122
H -0.5407 -5.1560 5.5355
H 0.8910 -5.4382 2.7877
H 1.2699 -4.2605 4.0075
H -3.2872 -0.9971 1.4198
H -4.0478 -1.6126 2.8590
Cl -6.1781 1.0385 -0.7734
C -5.1546 0.3097 -2.0048
Cl -5.8539 -1.1668 -2.6551
Cl -4.7378 1.4555 -3.2756
C -3.8861 -0.0677 -1.3411
N -2.9006 -0.3474 -0.8248
*
```

***

# C16H14N3O4Ru

A molecular structure, C16H14N3O4Ru at a distorted geometry (ωB97M-V with the def2-TZVPD basis set, the OMol25 dataset).

Computed properties:
HOMO-LUMO gap (spin up / spin down)	4.530 / 5.335	eV
max |F|	5.85	eV Å⁻¹
⟨S²⟩	8.79
LUMO level (spin up / spin down)	-0.766 / -2.495	eV

```
! RIJCOSX wB97M-V def2-TZVPD def2/J DEFGRID3
* xyz 0 6
Ru -13.1994 -4.3959 5.4476
O -11.6875 -4.2172 4.0602
C -11.5031 -5.1096 3.1196
C -10.3941 -4.8654 2.2780
C -10.1575 -5.7161 1.2150
C -10.9673 -6.8232 0.9493
C -12.0649 -7.1152 1.7223
C -12.2858 -6.2813 2.8597
C -13.3010 -6.7324 3.7701
N -13.5531 -6.2588 5.0090
C -14.5910 -6.9560 5.8335
C -14.8889 -6.0726 7.0109
N -14.7698 -4.6619 6.5885
C -15.4702 -3.7138 7.2034
C -15.3595 -2.2943 6.9484
C -16.0018 -1.4285 7.8528
C -15.9548 -0.0805 7.6353
C -15.2198 0.3994 6.5539
C -14.4602 -0.3932 5.7363
C -14.5736 -1.8021 5.8160
O -14.0634 -2.5428 4.8802
H -9.7898 -3.9961 2.4921
H -9.3287 -5.4801 0.5107
H -10.7223 -7.4988 0.1725
H -12.7735 -7.9182 1.5428
H -13.8306 -7.6219 3.4252
H -14.1654 -7.9127 6.1462
H -15.4783 -7.2170 5.1975
H -14.1839 -6.1934 7.9000
H -15.9142 -6.2893 7.3661
H -16.2196 -4.0194 7.9445
H -16.5443 -1.8917 8.6795
H -16.4035 0.5674 8.3539
H -15.2136 1.4578 6.3512
H -13.8410 -0.0587 4.9545
O -11.5365 -1.4396 7.0108
N -11.2445 -2.6114 6.6074
O -12.2883 -3.4164 6.9535
*
```

***

Look up the ⟨S²⟩ of the third one.
8.79

***

Number 2 is which compound?
C16H31Cl3N8O4PtS